Record 1
ORCA calculation (wB97M-V/def2-TZVPD) on a molecular structure, C24H30N7Os in a non-equilibrium geometry.

Geometry (Å):
Os 0.57733 -0.61678 -0.05133
C -1.81002 4.77564 -1.03985
C -0.56499 4.44388 -1.55531
C 0.14357 3.36332 -1.05306
C -0.36823 2.61275 0.00462
C -1.61774 2.97538 0.53299
C -2.33501 4.03493 0.00831
N 0.28293 1.45667 0.62319
C 0.32976 1.59800 1.93819
C 0.34774 2.85195 2.67491
C 0.36258 2.82672 4.01724
C 0.35927 1.57910 4.76095
C 0.36622 0.37236 4.14261
C 0.36497 0.37047 2.73126
N 0.42719 -0.67898 1.95497
N -0.38311 -1.63461 1.60005
C 0.11248 -2.93478 1.30529
C -0.19802 -4.06936 2.01195
C 0.21957 -5.27384 1.45347
C 0.88580 -5.27070 0.23260
C 1.15829 -4.06668 -0.39245
N 0.77511 -2.90473 0.15258
H -2.36550 5.60789 -1.45047
H -0.12786 5.04784 -2.33881
H 1.13949 3.19142 -1.42228
H -2.03826 2.38968 1.34194
H -3.30380 4.28256 0.42108
H 0.38278 3.78591 2.13455
H 0.39107 3.75990 4.56367
H 0.38239 1.61185 5.84322
H 0.39141 -0.55697 4.69326
H -0.74537 -4.01521 2.94277
H 0.00103 -6.20717 1.95557
H 1.18407 -6.19504 -0.24170
H 1.68536 -4.02415 -1.33675
C -2.44322 -0.01264 -0.40780
N -1.40524 -0.85191 -1.05853
C -1.91373 -2.25200 -1.05606
C -1.23582 -0.44055 -2.49193
C -0.07764 0.50439 -2.65725
N 1.15094 -0.07700 -2.02580
C 2.26750 0.90388 -2.09708
C 1.59052 -1.28952 -2.78460
H -3.41994 -0.23506 -0.84248
H -2.22481 1.03738 -0.56736
H -2.47877 -0.23406 0.65798
H -2.80691 -2.31093 -1.67993
H -2.17978 -2.54620 -0.04347
H -1.16335 -2.93101 -1.44982
H -2.15402 0.01884 -2.86141
H -1.06830 -1.33911 -3.08371
H -0.27951 1.45985 -2.18134
H 0.10505 0.69536 -3.71787
H 2.39797 1.23437 -3.12881
H 3.18754 0.43213 -1.76242
H 2.06902 1.75310 -1.46492
H 1.61071 -1.07138 -3.85362
H 0.91731 -2.12478 -2.60430
H 2.59372 -1.56573 -2.46781
N 3.55704 -1.09752 0.84427
C 2.49171 -0.83839 0.49660
H 4.49948 -1.31074 1.13024

Calculated values
Calculated total energy: -1405.4492 Eh
Gap between HOMO and LUMO: 0.220 Eh
Net charge: +3

Here are the Löwdin charges for atoms 1 to 4, given in e: 1.474, -0.010, -0.018, -0.041

---

Record 2
ORCA calculation (wB97M-V/def2-TZVPD) on a molecular structure, C24H30NO5PtS in a non-equilibrium geometry.

Geometry (Å):
C -0.07887 -0.14120 -3.32828
C -0.63557 -1.19589 -2.31218
C -0.30161 1.28720 -2.73198
C -1.43666 1.00585 -1.70394
H -0.52250 1.96976 -3.57129
H 0.64855 1.56707 -2.22999
C -1.17843 -0.35151 -1.18244
H 0.17306 -1.84446 -1.97970
H -1.48609 -1.75106 -2.73947
C -0.18230 -0.19089 -0.01965
H -2.08367 -0.72411 -0.71107
H -2.37742 1.05286 -2.29316
C -1.43577 1.90996 -0.42077
C 1.35126 -0.32601 -3.70692
C -0.81876 -0.24022 -4.71499
O -1.48910 0.60007 -5.09625
O 2.15783 -1.00772 -3.07214
O 1.66430 0.37356 -4.80361
O -0.55815 -1.35644 -5.48562
C 0.05311 -2.61596 -5.05865
H -0.08071 -2.81885 -3.98742
H 1.11695 -2.59524 -5.33071
H -0.46854 -3.36205 -5.65497
C 3.03074 0.25602 -5.16230
H 3.67396 0.71726 -4.40357
H 3.12052 0.78579 -6.10674
H 3.32439 -0.79136 -5.27914
O -0.77909 0.87976 0.60345
H 0.82152 0.04010 -0.40668
H -0.00236 -1.17355 0.43922
C -2.89992 2.38025 -0.15071
C -0.47956 3.14226 -0.44192
H -0.17659 3.63072 -1.40421
H 0.42682 2.71088 0.02803
H -0.88011 3.92670 0.23806
H -2.87125 2.68461 0.90585
H -3.54396 1.49637 -0.25432
H -3.37938 3.20853 -0.72509
Pt 0.00501 0.34710 3.11426
C -1.81047 -0.86668 4.81872
C -1.81691 -0.60745 3.31443
C -1.10730 -1.71036 2.68918
H -2.56741 -0.06546 2.77154
C -0.55571 -2.51983 3.74432
C -0.80803 -1.95184 4.97518
H -0.57253 -2.38334 5.93140
H -2.71195 -0.90265 5.38865
H -1.25585 -2.03915 1.66438
H -0.02994 -3.45464 3.59283
C 2.02795 1.38184 3.68027
C 2.35623 0.23813 4.49213
C 2.32549 -0.93967 3.67746
H 2.63536 0.28546 5.52608
C 2.06181 -0.53245 2.29897
C 1.95977 0.93301 2.27850
H 1.97937 1.55138 1.39178
H 2.05117 2.41106 3.98714
H 2.58990 -1.94041 3.99202
H 2.11134 -1.16275 1.41837
S -1.03048 0.84704 5.46257
C 0.01247 0.17075 6.58976
N 0.73408 -0.22818 7.45533

Calculated values
Spin multiplicity: 5
Calculated total energy: -1880.6747 Eh
Gap between HOMO and LUMO (alpha / beta): 0.074 / 0.222 Eh
Energy relative to the best compared isomer or geometry (same formula, charge and spin): 2.368 eV
Net charge: -1

Here are the Löwdin charges for atoms 1 to 4, given in e: -0.229, -0.047, -0.031, -0.199

---

Record 3
ORCA calculation (wB97M-V/def2-TZVPD) on a molecular structure, C24H31AuClF6N2O3 in a non-equilibrium geometry.

Geometry (Å):
Au -1.39252 -0.20238 0.48143
Cl -2.23938 1.47314 1.82924
N 0.23287 2.09301 -0.41643
N -0.41590 -2.14736 0.31442
C -0.80534 2.82068 -0.70140
C -0.85969 -2.93061 -0.64093
C 1.21916 2.94532 0.26088
C 0.51606 4.30489 0.32674
C 2.49785 2.99785 -0.55540
C 1.49567 2.41170 1.64629
H 2.28165 3.39271 -1.55350
H 2.92412 1.99830 -0.64978
H 3.21503 3.65612 -0.05604
H 0.55639 2.31210 2.20045
H 2.16161 3.11455 2.16174
H 1.95634 1.42267 1.61662
C 0.71452 -2.82176 0.99772
C 0.84631 -4.11986 0.20910
C 0.37032 -3.12630 2.43508
C 1.97602 -1.98236 0.91491
H 2.14813 -1.67636 -0.12456
H 2.82347 -2.60048 1.24022
H 1.88787 -1.10913 1.56641
H -0.59281 -3.65095 2.48623
H 0.32963 -2.18634 2.99479
H 1.14680 -3.78418 2.85021
O -0.17459 -4.04532 -0.83018
H 0.62004 -5.01550 0.79967
H 1.81391 -4.24489 -0.29134
O -0.75716 4.10330 -0.34419
H 1.04620 5.09874 -0.21221
H 0.28488 4.61734 1.35458
C -2.02216 2.32741 -1.41968
C -1.99071 -2.61131 -1.53505
C -1.51320 -1.35514 -2.15709
H -2.87544 -2.43915 -0.90790
H -2.15383 -3.42395 -2.23691
C -1.59882 -0.15373 -1.40810
C -1.57071 1.08256 -2.09247
H -2.87440 -0.18562 -0.11139
C -0.95642 1.13183 -3.33946
C -0.58286 -0.06634 -3.94874
C -0.62729 2.44307 -3.99061
C -0.87351 -1.31637 -3.38474
H -0.08095 -0.03006 -4.91061
C -0.45458 -2.58973 -4.05910
H 0.10046 -2.34266 -4.96333
H -1.31719 -3.22080 -4.33805
H 0.19439 -3.19114 -3.39748
H -1.49228 3.12223 -4.05808
H -0.26221 2.24640 -5.00381
H 0.17087 2.97212 -3.44232
H -2.35352 3.09905 -2.11535
H -2.78870 2.12725 -0.65685
C -0.75201 -0.56252 5.12045
C 0.43272 0.13640 4.41385
O 0.46713 -0.02274 3.13111
C 0.35252 1.69147 4.89944
F 0.05586 1.79464 6.23288
F 1.49612 2.37744 4.68547
F -0.64454 2.32979 4.23437
C 1.79728 -0.43983 5.06665
F 1.88892 -0.19909 6.40783
F 1.83693 -1.79790 4.91152
F 2.91630 0.05940 4.47834
H -1.66800 -0.11283 4.73600
H -0.68825 -0.46055 6.20388
H -0.76370 -1.61677 4.84040

Calculated values
Spin multiplicity: 3
Calculated total energy: -2463.3755 Eh
Gap between HOMO and LUMO (alpha / beta): 0.179 / 0.226 Eh
Net charge: -1

Here are the Löwdin charges for atoms 1 to 4, given in e: 0.895, 0.042, 0.156, 0.051

---

no.,M (g mol⁻¹)
1,606.78
2,639.65
3,741.93